1.
ORCA calculation (ωB97M-V/def2-TZVPD) on a structure of composition C5H10O.

Its energy above the lowest of the compared OMol25 structures with the same formula, charge and spin is 394.3 kJ/mol. Its largest force on an atom is 5.7 eV/Å. The value obtained for the calculated total energy is -7390.6788 eV. The value obtained for the LUMO energy is 0.91 eV. The value obtained for the gap between HOMO and LUMO is 0.352 Eh.

ORCA input file:
```
! RIJCOSX wB97M-V def2-TZVPD def2/J DEFGRID3
* xyz 0 1
H -0.969 -1.183 1.063
C 0.327 -0.031 -0.368
H 1.342 -0.205 1.554
C -0.664 -1.102 0.025
O 2.702 0.197 0.016
C 1.505 -0.355 0.476
H -0.927 -1.921 -0.638
C -0.588 1.210 -0.209
H -2.180 0.282 -1.453
H 3.286 0.347 0.767
H -2.683 0.523 0.294
H -0.368 2.018 -0.913
H -0.532 1.606 0.813
H 0.585 -0.173 -1.427
H 1.020 -1.630 0.416
C -1.855 0.419 -0.417
*
```


2.
ORCA calculation (ωB97M-V/def2-TZVPD) on the molecule C5H10O.

Its energy above the lowest of the compared OMol25 structures with the same formula, charge and spin is 122.6 kJ/mol. Its largest force on an atom is 0.3 eV/Å. Its SMILES is CC(C)[C@H]1CO1. The value obtained for the calculated total energy is -7393.4944 eV. The value obtained for the LUMO energy is 1.11 eV. The value obtained for the gap between HOMO and LUMO is 0.414 Eh.

ORCA input file:
```
! RIJCOSX wB97M-V def2-TZVPD def2/J DEFGRID3
* xyz 0 1
C 0.875 -0.583 0.246
C -0.525 0.002 0.156
H -0.194 1.201 -1.626
C 1.971 0.098 0.934
H 1.791 1.065 1.405
H -0.851 0.172 1.191
C -0.530 1.336 -0.591
H -2.507 -0.645 -0.491
O 1.314 -1.010 1.531
C -1.470 -0.998 -0.513
H -1.538 1.766 -0.614
H 3.002 -0.081 0.628
H 1.143 -1.278 -0.556
H 0.134 2.064 -0.113
H -1.185 -1.133 -1.565
H -1.432 -1.977 -0.023
*
```


3.
ORCA calculation (ωB97M-V/def2-TZVPD) on the molecule C5H10O.

Its energy above the lowest of the compared OMol25 structures with the same formula, charge and spin is 156.7 kJ/mol. Its largest force on an atom is 0.3 eV/Å. Its SMILES is COC1(C)CC1. The value obtained for the calculated total energy is -7393.1414 eV. The value obtained for the LUMO energy is 1.08 eV. The value obtained for the gap between HOMO and LUMO is 0.374 Eh.

ORCA input file:
```
! RIJCOSX wB97M-V def2-TZVPD def2/J DEFGRID3
* xyz 0 1
H -1.411 1.274 -1.348
H 0.732 2.298 -0.511
H -0.439 -0.794 2.462
O -0.498 0.648 0.973
C 0.954 -1.073 -0.091
H -1.912 0.199 2.342
C 0.136 0.200 -0.199
H 1.089 -1.535 -1.073
H -0.470 0.106 -2.398
H 1.694 1.065 -1.475
H 1.944 -0.818 0.304
C 0.767 1.312 -0.963
C -0.506 0.685 -1.479
H -1.630 -1.115 1.170
H 0.510 -1.822 0.571
C -1.145 -0.324 1.761
*
```


4.
ORCA calculation (ωB97M-V/def2-TZVPD) on a cluster of 2 separate species, C5H10O in total.

Its energy above the lowest of the compared OMol25 structures with the same formula, charge and spin is 156.0 kJ/mol. Its largest force on an atom is 0.5 eV/Å. Its SMILES is C=C1CCC1.O. The value obtained for the calculated total energy is -7393.1484 eV. The value obtained for the LUMO energy is 0.97 eV. The value obtained for the gap between HOMO and LUMO is 0.393 Eh.

ORCA input file:
```
! RIJCOSX wB97M-V def2-TZVPD def2/J DEFGRID3
* xyz 0 1
H -1.724 -1.550 0.376
C -0.994 -0.985 -0.213
H 1.573 -0.256 -0.773
C -0.559 1.083 0.423
C 0.061 -0.292 0.646
H -1.201 0.667 -1.615
H 0.051 1.904 0.026
H -2.546 0.604 -0.421
H -1.098 1.472 1.293
C 1.109 -0.720 1.329
H -0.688 -1.618 -1.055
C -1.494 0.420 -0.601
H 2.322 0.984 -1.192
O 2.122 0.088 -1.485
H 1.355 -1.776 1.355
H 1.711 -0.024 1.908
*
```


5.
ORCA calculation (ωB97M-V/def2-TZVPD) on the molecule C5H10O.

Its energy above the lowest of the compared OMol25 structures with the same formula, charge and spin is 258.7 kJ/mol. Its largest force on an atom is 2.5 eV/Å. Its SMILES is CCC1(O)CC1. The value obtained for the calculated total energy is -7392.0842 eV. The value obtained for the LUMO energy is 1.03 eV. The value obtained for the gap between HOMO and LUMO is 0.371 Eh.

ORCA input file:
```
! RIJCOSX wB97M-V def2-TZVPD def2/J DEFGRID3
* xyz 0 1
H -1.471 1.946 0.256
H 2.741 -0.705 -0.483
C 2.110 -0.153 0.208
C -0.585 -0.143 0.200
H -1.856 0.283 -1.596
H 2.440 -0.608 1.197
H 0.616 0.868 -1.311
C -1.888 -0.103 -0.572
O -0.208 -1.110 1.130
H -2.163 0.738 1.447
H 0.630 -0.920 -1.294
H 0.786 -0.938 1.043
H -2.603 -0.902 -0.423
C 0.637 -0.024 -0.661
C -1.614 0.902 0.523
H 2.430 0.871 0.335
*
```


6.
ORCA calculation (ωB97M-V/def2-TZVPD) on the molecule C5H10O.

Its energy above the lowest of the compared OMol25 structures with the same formula, charge and spin is 35.2 kJ/mol. Its largest force on an atom is 0.5 eV/Å. Its SMILES is CC[C@@H](C)C=O. The value obtained for the calculated total energy is -7394.4004 eV. The value obtained for the LUMO energy is 1.08 eV. The value obtained for the gap between HOMO and LUMO is 0.397 Eh.

ORCA input file:
```
! RIJCOSX wB97M-V def2-TZVPD def2/J DEFGRID3
* xyz 0 1
C 1.130 -1.369 0.805
H 1.878 -1.647 0.055
H -1.128 0.698 -2.083
C -0.036 -0.632 0.146
C -0.656 1.364 -1.350
H 0.885 1.310 0.171
H -0.254 2.226 -1.892
H -2.132 -0.414 0.950
C 0.445 0.639 -0.578
O -0.754 0.267 2.251
H 1.604 -0.727 1.554
C -1.061 -0.238 1.196
H -1.441 1.736 -0.681
H 0.794 -2.282 1.308
H -0.528 -1.285 -0.588
H 1.254 0.356 -1.264
*
```